Entry 1:
Density functional theory data (the ωB97M-V functional and the def2-TZVPD basis) for an isolated ion of composition C2H6N3P and charge +2 at a distorted geometry.

XYZ file:
```
12
Properties=species:S:1:pos:R:3
C -0.03 -0.71 -1.65
C -0.71 0.33 0.59
N 1.20 -0.65 -1.49
N -0.85 -0.40 -0.45
N 0.47 0.80 1.19
P 1.89 -0.07 1.42
H -0.54 -1.09 -2.48
H -1.72 0.70 1.04
H 1.76 -1.13 -2.17
H -1.95 -0.52 -0.69
H 0.46 1.75 1.26
H 2.66 1.08 1.28
```

Properties
Energy above the lowest of the compared OMol25 structures with the same formula, charge and spin ... 219.9 kJ/mol
Net charge ... +2
Spin multiplicity ... 1
Structure (SMILES) ... [H]/N=C/[NH+]=C\[NH+]=P\[H]
Orbital gap ... 8.28 eV


Entry 2:
Density functional theory data (the ωB97M-V functional and the def2-TZVPD basis) for a 10-piece molecular cluster, C23H49Br14N3O3 overall at a distorted geometry.

XYZ file:
```
92
Properties=species:S:1:pos:R:3
Br 0.96 -0.49 -4.56
C -0.04 -2.10 -4.98
C -1.48 -1.94 -4.47
Br -2.40 -3.66 -4.62
H 0.46 -2.94 -4.52
H -0.08 -2.27 -6.05
H -2.03 -1.18 -5.02
H -1.46 -1.70 -3.41
Br -4.56 3.25 -5.72
C -3.85 2.15 -4.25
C -2.85 2.88 -3.39
Br -1.21 3.25 -4.36
H -3.43 1.27 -4.73
H -4.72 1.88 -3.66
H -2.62 2.28 -2.51
H -3.29 3.80 -3.04
Br 2.85 0.78 2.49
C 4.53 0.23 1.71
C 4.84 -1.22 2.09
Br 6.27 -1.89 0.90
H 5.38 0.81 2.06
H 4.49 0.30 0.63
H 4.04 -1.93 1.93
H 5.18 -1.29 3.12
Br -0.81 4.65 -0.51
C 0.23 4.72 1.19
C -0.06 3.50 2.04
Br 0.86 3.86 3.77
H -0.03 5.62 1.72
H 1.27 4.71 0.87
H 0.37 2.60 1.62
H -1.10 3.40 2.33
Br 1.91 0.05 -0.83
C 0.11 -0.38 -0.18
C -0.82 0.60 -0.89
Br -2.65 -0.16 -0.80
H 0.19 -0.23 0.89
H -0.16 -1.38 -0.50
H -0.57 0.63 -1.94
H -0.90 1.54 -0.36
Br 0.59 -3.98 -0.30
C 0.86 -5.92 -0.13
C 2.16 -6.24 -0.82
Br 2.44 -8.17 -0.70
H -0.01 -6.40 -0.55
H 0.81 -6.10 0.94
H 3.01 -5.72 -0.39
H 2.09 -5.96 -1.87
Br -2.97 -3.68 0.74
C -2.51 -2.40 2.18
C -3.63 -1.43 2.40
Br -5.08 -2.31 3.47
H -1.64 -1.84 1.83
H -2.15 -2.88 3.09
H -4.18 -1.01 1.57
H -3.28 -0.61 3.02
C 6.09 -0.58 -5.07
O 7.17 -0.96 -5.46
N 5.62 -0.65 -3.81
C 4.34 -0.05 -3.46
C 6.28 -1.27 -2.68
H 5.36 -0.08 -5.74
H 3.87 0.43 -4.32
H 4.49 0.75 -2.73
H 3.63 -0.75 -3.02
H 5.62 -1.76 -1.98
H 7.08 -1.90 -3.08
H 6.84 -0.49 -2.14
C -4.39 3.18 3.15
O -3.34 2.74 3.56
N -4.71 3.33 1.84
C -6.07 3.64 1.44
C -3.82 2.87 0.80
H -5.19 3.58 3.78
H -6.10 4.54 0.84
H -6.73 3.79 2.30
H -6.52 2.82 0.87
H -2.89 2.50 1.22
H -4.19 2.16 0.07
H -3.45 3.74 0.25
C -0.81 0.74 3.70
O -1.08 0.48 2.54
N 0.04 0.01 4.46
C 0.42 0.46 5.78
C 0.55 -1.27 4.05
H -1.28 1.61 4.19
H 1.50 0.64 5.82
H 0.17 -0.23 6.59
H -0.03 1.44 5.97
H 1.63 -1.28 4.23
H 0.09 -2.15 4.50
H 0.46 -1.40 2.97
```

Properties
Energy above the lowest of the compared OMol25 structures with the same formula, charge and spin ... 0.0 kJ/mol
Spin multiplicity ... 1
Structure (SMILES) ... CN(C)C=O.CN(C)C=O.CN(C)C=O.BrCCBr.BrCCBr.BrCCBr.BrCCBr.BrCCBr.BrCCBr.BrCCBr
Orbital gap ... 9.24 eV


Entry 3:
Density functional theory data (the ωB97M-V functional and the def2-TZVPD basis) for a 2-piece molecular cluster, C3H8O8 overall at a distorted geometry.

XYZ file:
```
19
Properties=species:S:1:pos:R:3
C -1.08 -1.05 -0.63
C -0.52 -0.45 1.98
C -0.66 0.49 -0.99
O 2.39 1.00 -0.07
O -0.05 -1.98 -0.57
O -0.60 0.10 3.07
O -1.47 -0.71 1.03
O 0.74 -0.85 1.43
O -0.29 1.28 0.00
O -1.79 0.96 -1.56
O 0.42 0.53 -1.95
H 1.86 1.29 0.69
H 0.68 -1.46 -0.17
H -1.98 -1.36 -1.06
H 2.43 -0.01 0.07
H 1.55 -0.68 2.06
H -1.04 1.37 0.69
H -1.78 0.76 -2.52
H 1.19 0.78 -1.48
```

Properties
Energy above the lowest of the compared OMol25 structures with the same formula, charge and spin ... 104.7 kJ/mol
Spin multiplicity ... 1
Structure (SMILES) ... O=C(O)O[C@H](O)C(O)(O)O.O
Orbital gap ... 10.83 eV


Entry 4:
Density functional theory data (the ωB97M-V functional and the def2-TZVPD basis) for an isolated ion of composition C4H9N2 and charge +1 at a distorted geometry.

XYZ file:
```
15
Properties=species:S:1:pos:R:3
C 2.50 0.29 0.60
C -1.12 -1.34 -0.38
C -1.29 1.41 -0.43
C -0.55 0.11 -0.47
N 1.84 0.22 -0.67
N 0.67 0.25 -0.62
H 3.56 -0.02 0.47
H 2.63 1.44 0.72
H -1.68 -1.45 -1.30
H -0.17 -1.89 -0.38
H -1.65 -1.45 0.49
H -0.66 2.11 -1.13
H -1.27 1.73 0.52
H -2.26 1.25 -0.95
H 1.98 0.04 1.46
```

Properties
Energy above the lowest of the compared OMol25 structures with the same formula, charge and spin ... 378.5 kJ/mol
Net charge ... +1
Spin multiplicity ... 1
Structure (SMILES) ... CN=[N+]=C(C)C
Orbital gap ... 10.65 eV


Entry 5:
Density functional theory data (the ωB97M-V functional and the def2-TZVPD basis) for C39H28AuF5NP2S3 as an isolated structure.

XYZ file:
```
79
Properties=species:S:1:pos:R:3
Au 0.32 -0.50 -0.06
C -1.38 2.19 -0.88
C -1.15 2.43 0.62
P 0.54 1.83 1.08
C 0.68 2.11 2.86
C 1.91 2.45 3.42
C 2.06 2.56 4.79
C 0.98 2.32 5.63
C -0.25 1.97 5.09
C -0.40 1.86 3.71
C 1.59 3.10 0.31
C 1.55 4.44 0.72
C 2.32 5.39 0.07
C 3.14 5.01 -0.99
C 3.20 3.69 -1.39
C 2.42 2.74 -0.74
P -1.42 0.40 -1.28
C -1.37 0.32 -3.09
C -0.31 0.93 -3.75
C -0.21 0.86 -5.13
C -1.18 0.18 -5.86
C -2.23 -0.44 -5.20
C -2.33 -0.37 -3.82
C -3.06 -0.19 -0.77
C -4.18 0.63 -0.72
C -5.41 0.12 -0.33
C -5.53 -1.22 0.00
C -4.41 -2.05 -0.05
C -3.18 -1.53 -0.42
H -0.56 2.63 -1.46
H -2.29 2.66 -1.24
H -1.89 1.88 1.20
H -1.24 3.49 0.86
H 2.76 2.65 2.77
H 3.02 2.83 5.21
H 1.09 2.40 6.70
H -1.10 1.78 5.73
H -1.36 1.58 3.31
H 0.92 4.74 1.55
H 2.29 6.42 0.39
H 3.75 5.75 -1.49
H 3.84 3.39 -2.21
H 2.47 1.70 -1.05
H 0.46 1.46 -3.19
H 0.61 1.34 -5.64
H -1.10 0.12 -6.93
H -2.98 -0.98 -5.76
H -3.16 -0.85 -3.31
H -4.12 1.68 -1.00
H -6.27 0.76 -0.29
H -6.48 -1.63 0.31
H -4.50 -3.10 0.22
H -2.30 -2.17 -0.44
S 3.73 -1.77 0.40
C 2.48 -2.11 1.60
N 1.25 -1.73 1.57
C 0.55 -2.17 2.70
C -0.80 -1.92 2.95
C -1.33 -2.40 4.13
C -0.54 -3.11 5.05
C 0.80 -3.35 4.80
C 1.33 -2.88 3.61
S 2.96 -3.03 2.99
H -1.39 -1.37 2.23
H -2.37 -2.23 4.36
H -0.98 -3.47 5.96
H 1.41 -3.90 5.51
F 2.09 -6.09 -4.55
C 2.23 -5.02 -3.80
C 1.61 -4.97 -2.56
F 0.89 -5.99 -2.13
C 1.75 -3.84 -1.78
F 1.15 -3.81 -0.59
C 2.50 -2.75 -2.20
S 2.65 -1.25 -1.27
C 3.12 -2.83 -3.45
F 3.84 -1.81 -3.90
C 2.98 -3.94 -4.25
F 3.56 -4.00 -5.44
```

Properties
Net charge ... +1
Spin multiplicity ... 1
Orbital gap ... 7.21 eV


Entry 6:
Density functional theory data (the ωB97M-V functional and the def2-TZVPD basis) for a 4-piece molecular cluster, C21H15FN3O8S overall at a distorted geometry.

XYZ file:
```
49
Properties=species:S:1:pos:R:3
O 0.19 -1.90 0.84
C 1.16 -1.61 1.44
F 2.39 -1.84 0.98
N 1.20 -1.05 2.72
C 2.37 -1.13 3.50
O 2.46 -1.66 4.54
N 3.63 -0.46 2.99
N 3.77 0.87 3.63
C 3.28 1.83 3.00
S 2.75 3.01 2.24
H 0.75 -0.14 2.72
H 4.42 -1.00 3.32
H 3.75 -0.38 1.97
C -2.58 1.31 0.58
C -3.90 1.17 0.59
C -4.76 1.98 1.49
O -5.96 1.84 1.50
C -4.09 2.96 2.38
C -2.77 3.10 2.37
C -1.91 2.29 1.47
O -0.70 2.44 1.47
H -1.94 0.74 -0.07
H -4.41 0.46 -0.05
H -4.73 3.55 3.03
H -2.25 3.82 3.00
C 7.43 -0.71 0.01
C 8.04 -1.65 -0.71
C 7.39 -2.97 -0.98
O 7.93 -3.82 -1.64
C 6.03 -3.19 -0.41
C 5.44 -2.24 0.31
C 6.09 -0.95 0.56
O 5.51 -0.10 1.23
H 7.88 0.25 0.21
H 9.02 -1.51 -1.14
H 5.57 -4.15 -0.62
H 4.45 -2.33 0.75
C -4.97 0.43 -5.00
C -6.06 -0.19 -5.46
C -7.24 -0.41 -4.59
O -8.23 -0.98 -5.01
C -7.18 0.10 -3.20
C -6.09 0.72 -2.74
C -4.91 0.94 -3.61
O -3.92 1.50 -3.19
H -4.10 0.60 -5.62
H -6.13 -0.57 -6.47
H -8.05 -0.07 -2.58
H -6.02 1.10 -1.73
```

Properties
Net charge ... +1
Spin multiplicity ... 1
Orbital gap ... 6.80 eV


Entry 7:
Density functional theory data (the ωB97M-V functional and the def2-TZVPD basis) for a 6-piece molecular cluster, C18H42BF3O10S6 overall at a distorted geometry.

XYZ file:
```
80
Properties=species:S:1:pos:R:3
C 0.07 0.76 -2.54
C 0.04 -0.75 -2.95
B 0.18 -1.57 -1.64
O -0.71 -2.51 -1.19
C 1.49 -1.25 -0.74
O 1.14 -0.37 0.37
S 0.97 -1.24 1.69
O 1.82 -0.75 2.73
O -0.42 -1.39 1.96
O 1.56 -2.61 1.16
C 2.25 -2.40 -0.11
C 3.75 -2.21 0.14
C 4.25 -0.77 0.39
C 5.65 -0.65 -0.14
F 6.55 -1.70 0.03
C 6.08 0.44 -0.80
F 6.02 0.68 -2.09
F 6.64 1.54 -0.33
H -0.39 1.35 -3.33
H -0.46 0.96 -1.61
H 1.10 1.12 -2.43
H -0.87 -0.97 -3.52
H 0.94 -0.95 -3.54
H -1.41 -2.15 -0.62
H 2.20 -0.73 -1.39
H 2.15 -3.28 -0.74
H 4.00 -2.81 1.02
H 4.30 -2.65 -0.69
H 3.65 -0.03 -0.13
H 4.21 -0.55 1.46
C 7.25 -2.51 -3.49
S 5.94 -1.57 -4.28
O 4.70 -1.81 -3.48
C 5.82 -2.60 -5.75
H 7.45 -2.06 -2.52
H 6.93 -3.55 -3.36
H 8.15 -2.47 -4.11
H 5.59 -3.62 -5.45
H 6.76 -2.55 -6.30
H 5.01 -2.20 -6.36
C -4.88 -2.05 -5.00
S -4.11 -2.48 -3.43
O -2.76 -1.86 -3.43
C -3.88 -4.22 -3.79
H -5.06 -0.98 -5.00
H -4.21 -2.31 -5.81
H -5.83 -2.59 -5.09
H -3.28 -4.33 -4.69
H -4.86 -4.69 -3.92
H -3.37 -4.66 -2.94
C -1.36 -0.15 6.35
S -2.38 -0.22 4.88
O -3.75 0.21 5.28
C -2.41 -2.01 4.75
H -1.25 0.90 6.62
H -1.84 -0.69 7.16
H -0.38 -0.57 6.13
H -2.82 -2.43 5.67
H -1.39 -2.37 4.58
H -3.03 -2.27 3.90
C -2.64 5.71 -2.14
S -1.07 4.84 -2.14
O -1.37 3.40 -2.31
C -0.71 5.10 -0.40
H -3.06 5.63 -3.14
H -3.31 5.25 -1.42
H -2.47 6.76 -1.90
H -1.52 4.67 0.20
H -0.60 6.16 -0.21
H 0.22 4.58 -0.18
C -4.91 2.67 6.68
S -4.10 4.25 6.48
O -3.52 4.62 7.79
C -5.60 5.22 6.28
H -4.15 1.92 6.85
H -5.59 2.72 7.53
H -5.45 2.42 5.77
H -6.23 5.10 7.16
H -6.13 4.90 5.39
H -5.31 6.27 6.18
```

Properties
Spin multiplicity ... 1
Orbital gap ... 5.70 eV


Entry 8:
Density functional theory data (the ωB97M-V functional and the def2-TZVPD basis) for C32H33BrInN6O10 as an isolated structure at a distorted geometry.

XYZ file:
```
83
Properties=species:S:1:pos:R:3
C 5.26 -0.39 1.32
N 4.23 -1.08 0.57
C 3.19 -0.20 0.00
In 1.23 -0.24 1.08
Br 0.13 2.18 1.03
H 5.06 -0.28 2.39
H 6.17 -0.99 1.24
H 5.48 0.58 0.89
H 3.83 -1.85 1.09
H 3.00 -0.52 -1.03
H 3.54 0.84 -0.06
H 1.43 -0.74 2.78
H 0.20 -1.39 0.14
C 11.12 -0.46 -1.31
C 10.34 0.54 -1.88
C 9.31 1.11 -1.16
C 9.06 0.68 0.13
C 9.82 -0.32 0.71
C 10.85 -0.89 -0.02
N 7.98 1.29 0.89
O 7.32 2.15 0.35
O 7.80 0.90 2.02
H 11.93 -0.90 -1.87
H 10.55 0.87 -2.89
H 8.70 1.89 -1.61
H 9.62 -0.66 1.71
H 11.45 -1.67 0.42
C -5.75 -2.79 1.14
C -5.71 -2.25 -0.14
C -4.59 -1.55 -0.56
C -3.52 -1.40 0.30
C -3.54 -1.94 1.58
C -4.66 -2.63 2.00
N -2.34 -0.69 -0.15
O -2.34 -0.22 -1.29
O -1.38 -0.62 0.61
H -6.62 -3.34 1.47
H -6.55 -2.37 -0.80
H -4.56 -1.12 -1.55
H -2.70 -1.82 2.24
H -4.69 -3.06 2.99
C 4.49 -1.54 -4.37
C 5.65 -1.87 -5.06
C 6.82 -2.12 -4.38
C 6.82 -2.03 -2.99
C 5.68 -1.70 -2.28
C 4.51 -1.45 -2.98
N 8.06 -2.32 -2.26
O 9.06 -2.59 -2.91
O 8.02 -2.27 -1.06
H 3.57 -1.35 -4.91
H 5.63 -1.94 -6.14
H 7.72 -2.37 -4.92
H 5.68 -1.63 -1.20
H 3.61 -1.19 -2.44
C -9.73 0.87 1.73
C -10.91 0.78 0.99
C -11.06 -0.22 0.05
C -10.04 -1.12 -0.15
C -8.86 -1.04 0.57
C -8.71 -0.04 1.52
N -10.20 -2.20 -1.13
O -11.24 -2.23 -1.76
O -9.30 -2.99 -1.26
H -9.62 1.65 2.47
H -11.71 1.49 1.16
H -11.98 -0.28 -0.52
H -8.06 -1.75 0.41
H -7.80 0.03 2.09
C -3.11 5.22 1.76
C -4.32 5.85 2.06
C -5.48 5.11 2.17
C -5.42 3.73 2.00
C -4.23 3.10 1.69
C -3.07 3.85 1.57
N -6.64 2.94 2.15
O -7.67 3.53 2.40
O -6.55 1.74 2.03
H -2.21 5.80 1.68
H -4.35 6.92 2.20
H -6.41 5.60 2.40
H -4.19 2.02 1.55
H -2.13 3.36 1.34
```

Properties
Net charge ... -1
Spin multiplicity ... 1
Orbital gap ... 5.23 eV


Entry 9:
Density functional theory data (the ωB97M-V functional and the def2-TZVPD basis) for one molecule with the formula C2H3N5O at a distorted geometry.

XYZ file:
```
11
Properties=species:S:1:pos:R:3
C 0.13 -0.32 0.42
C -0.34 0.25 -1.97
H -0.27 1.22 2.11
H 1.26 0.77 3.11
H -0.24 0.42 -2.96
N 0.78 0.96 2.11
N 0.90 -0.34 1.48
N -0.77 0.69 0.21
N -0.80 1.10 -0.96
N -0.03 -0.97 -1.59
O 0.00 -1.50 -0.21
```

Properties
Energy above the lowest of the compared OMol25 structures with the same formula, charge and spin ... 669.2 kJ/mol
Spin multiplicity ... 1
Structure (SMILES) ... N/N=c1\nncno1
Orbital gap ... 7.32 eV